The following is a quantum chemistry calculation of C22H66BeNO25 as an isolated structure at a distorted geometry, from the Open Molecules 2025 dataset.

```
115
Properties=species:S:1:pos:R:3:mulliken_charge:R:1
Be -13.66033 6.15510 7.97484 0.955
N -13.38189 4.86872 4.87798 0.821
O -13.44732 4.31765 3.82660 -0.819
O -12.64725 5.81331 5.11317 -0.837
O -14.17112 4.51958 5.81607 -0.215
C -9.36100 7.19355 1.70706 -0.502
C -9.40411 6.29207 3.04827 0.046
O -9.06126 7.08283 4.14833 -0.572
O -10.61689 7.88145 1.53456 -0.422
H -9.12263 6.56400 0.84978 0.303
H -8.55449 7.88672 1.94617 0.341
H -8.67373 5.48712 3.13019 0.403
H -10.38028 5.81182 3.11578 -0.158
H -9.90058 7.40980 4.48035 0.312
H -11.22273 7.13928 1.59580 0.100
C -10.36997 5.10491 7.65712 -0.229
C -10.41177 6.49584 8.34276 -0.818
O -11.41333 7.27866 7.99032 -0.327
O -11.59867 4.44403 7.77337 -0.081
H -9.53620 4.45051 7.91147 0.454
H -10.26842 5.37725 6.60659 0.063
H -9.46292 6.99894 8.15655 0.555
H -10.46782 6.22359 9.39673 0.275
H -10.93673 8.08952 8.18255 0.280
H -11.52241 3.49697 7.63604 0.098
C -17.44895 6.39632 4.34430 -0.171
C -18.12948 5.02820 4.56879 0.336
O -19.39879 5.27828 5.06333 -0.646
O -18.26624 7.26424 3.53216 -0.542
H -16.39330 6.18152 4.17823 0.198
H -17.38616 7.00789 5.24437 0.051
H -17.60603 4.49945 5.36536 -0.151
H -18.13121 4.38197 3.69102 0.200
H -19.70040 4.38786 5.25772 0.352
H -19.12429 7.02395 3.88938 0.377
C -15.86145 3.90775 9.45478 -0.526
C -16.55350 4.54150 8.29796 -0.218
O -16.37932 5.89866 8.36939 -0.292
O -14.51849 4.00286 9.25049 -0.289
H -16.33768 2.92815 9.49586 0.417
H -16.18185 4.28975 10.42407 0.368
H -17.55891 4.14794 8.14844 0.568
H -16.13345 4.22383 7.34363 -0.208
H -17.05074 6.32512 8.90692 0.205
H -14.01064 3.52636 9.91128 0.209
C -10.86671 0.17670 6.76930 -0.502
C -11.81248 -1.01820 7.04253 -0.455
O -13.23700 -0.63737 7.16926 -0.525
O -11.32989 1.45223 7.30906 -0.435
H -11.13862 0.37668 5.73288 0.145
H -9.77841 0.11839 6.78678 0.463
H -11.43418 -1.60818 7.87734 0.468
H -11.85501 -1.68363 6.18027 0.309
H -13.43242 -0.78594 8.09734 0.256
H -10.77195 1.74826 8.03201 0.243
C -17.83994 0.69124 1.30512 -0.804
C -16.41541 0.63504 0.83373 0.662
O -16.05707 1.48320 -0.23408 -0.609
O -17.91419 1.88135 2.03822 -0.421
H -18.13070 -0.21364 1.83873 0.352
H -18.53379 0.78799 0.47006 0.387
H -16.29523 -0.33149 0.34438 0.424
H -15.70615 0.67987 1.66020 -0.452
H -15.17303 1.22012 -0.50028 0.342
H -18.06766 2.48431 1.30713 0.299
C -13.00720 10.26091 1.59330 -0.199
C -13.24776 10.40335 3.10720 -0.467
O -14.37321 9.55190 3.60047 -0.392
O -14.28260 10.41889 0.91212 -0.547
H -12.72418 9.21909 1.44295 0.082
H -12.23914 10.98094 1.31091 0.460
H -13.46203 11.41886 3.44023 0.321
H -12.31563 10.12573 3.59931 0.257
H -14.90159 9.28445 2.84491 0.268
H -14.21226 10.98321 0.13869 0.287
C -15.63377 1.39807 5.24557 0.281
C -14.75061 0.36589 4.52803 -0.257
O -14.86839 -0.85291 5.07349 -0.633
O -17.04551 1.44265 5.15647 -0.625
H -15.27750 2.32757 4.80149 0.146
H -15.50293 1.08721 6.28207 0.114
H -13.77867 0.84287 4.65419 0.109
H -14.79683 0.31270 3.44030 0.040
H -14.04417 -0.91827 5.56134 0.347
H -17.34561 1.46578 4.24487 0.257
C -14.72636 9.43107 8.26718 -0.721
C -15.42599 8.78194 7.00441 -0.356
O -14.50395 7.86306 6.37957 0.261
O -14.33807 8.37587 9.14833 -0.382
H -15.47648 9.97961 8.83685 0.464
H -13.99961 10.23851 8.17795 0.388
H -15.73335 9.54336 6.28757 0.471
H -16.27245 8.12627 7.20859 0.101
H -13.99304 8.25647 5.66836 -0.075
H -14.33268 8.76830 10.02444 0.246
C -13.97259 6.24423 0.56118 -0.554
C -13.47443 6.07983 -0.94171 -0.490
O -12.13340 6.45023 -1.16105 -0.550
O -12.93602 6.13269 1.51682 0.513
H -14.79029 5.59893 0.88220 0.485
H -14.37117 7.25832 0.59077 0.252
H -14.18051 6.58865 -1.59796 0.368
H -13.43183 5.00859 -1.13849 0.121
H -12.02524 7.39272 -1.01402 0.303
H -13.35909 5.80436 2.31357 -0.168
C -12.43208 2.80563 0.72448 0.496
C -12.42494 1.83601 -0.43590 -0.957
O -13.24410 0.66919 -0.44078 -0.533
O -12.32780 2.23984 2.01936 -0.520
H -13.39247 3.32113 0.72349 -0.156
H -11.71140 3.60336 0.54465 0.233
H -11.36522 1.58790 -0.37649 0.443
H -12.54735 2.39713 -1.36234 0.349
H -12.89916 0.01978 0.17637 0.297
H -12.73915 2.84005 2.64556 0.406
```

Calculated values
* LUMO: -5.57 eV
* relative energy (zero: lowest compared OMol25 entry of this formula, charge and spin): 85.6 kcal per mole
* electronic energy: -2827.56067 Eh
* 2S+1: 1
* net charge: +1
* orbital gap: 4.98 eV
* maximum force: 0.1378 Eh/bohr